Run w
This record from OMol25 describes a molecular structure, C4H10N2S. The level of theory is ωB97M-V/def2-TZVPD.

Structure (ORCA input):
```
! wB97M-V def2-TZVPD RIJCOSX def2/J DEFGRID3
* xyz 0 1
S -0.0147 1.6233 0.3682
N 0.3104 0.6985 -1.1369
N -0.0288 -0.8260 -2.8236
C 0.7406 -0.4683 2.1322
C 1.2741 0.9488 1.6996
C -1.6942 -0.5388 -1.1048
C -0.5245 -0.1808 -1.8807
H 1.7360 1.8512 2.3377
H 0.9343 1.2357 -1.5683
H 1.4593 -0.6157 2.9499
H 2.2494 0.7632 0.8361
H -0.8472 -1.4810 -2.8420
H -2.1631 -1.6302 -1.2188
H -2.6204 0.3782 -1.7202
H -0.2880 -0.2631 2.3927
H -1.5086 -0.2103 0.2056
H 0.9852 -1.2845 1.3733
*
```

Computed properties:
- orbital gap (eV) = 9.491



Run x
This record from OMol25 describes a molecular structure, C4H10N2S. The level of theory is ωB97M-V/def2-TZVPD.

Structure (ORCA input):
```
! wB97M-V def2-TZVPD RIJCOSX def2/J DEFGRID3
* xyz 0 1
S -0.0438 -0.9340 0.1096
N -0.2157 -0.9251 1.6618
N 0.7511 -2.1629 -0.4255
C 0.8818 0.6803 -0.3632
C 2.3124 0.3181 -0.1489
C -2.2215 -0.1036 -0.5965
C -3.0241 -0.0127 0.4312
H -4.0811 0.1981 0.4175
H 0.4526 -2.3869 -1.3631
H -2.0108 0.2961 -1.5407
H -2.6467 -0.5133 1.2449
H 2.9105 1.1312 -0.1802
H 2.6385 -0.2081 -1.0230
H 0.1105 -1.9303 2.0534
H 0.3342 1.4569 0.3394
H 0.6887 0.8903 -1.3751
H 2.3845 -0.2039 0.7502
*
```

Computed properties:
- orbital gap (spin up / spin down) (eV) = 8.223 / 8.220



Run y
This record from OMol25 describes a single C4H10N2S molecule. The level of theory is ωB97M-V/def2-TZVPD.

Structure (ORCA input):
```
! wB97M-V def2-TZVPD RIJCOSX def2/J DEFGRID3
* xyz 0 1
S 0.8014 2.1336 -0.0171
N 3.1383 -0.1893 0.0831
N 2.0060 -0.8749 -0.0205
C -0.4787 0.1432 -1.4231
C -1.4347 0.7840 0.7994
C 0.8303 -0.5341 0.5775
C -0.0873 0.6163 -0.0231
H 1.0677 -0.2624 1.6335
H 0.1332 -1.4882 0.5738
H -1.6646 -0.2378 1.1449
H 3.1641 0.5985 0.6036
H -0.6968 -0.9067 -1.4253
H 2.0027 -1.3873 -0.8305
H -2.1185 1.0297 0.0181
H -1.1923 1.3875 1.6637
H 0.2360 0.5057 -2.1604
H -1.3518 0.6758 -1.6232
*
```

Computed properties:
- orbital gap (spin up / spin down) (eV) = 5.667 / 5.668



Verdict on stability: run x comes out at the bottom.



Run w
This record from OMol25 describes 2 unconnected molecules or ions with the total composition C11H14N2. The level of theory is ωB97M-V/def2-TZVPD.

Structure (ORCA input):
```
! wB97M-V def2-TZVPD RIJCOSX def2/J DEFGRID3
* xyz 0 1
N 1.0203 -1.6404 -0.5952
N 1.2054 0.2908 -1.6378
C 0.1341 1.0343 2.3626
C -0.4315 2.8594 0.8446
C -0.6638 0.1740 1.6289
C -0.7780 -1.2633 2.1259
C -1.2825 0.6019 0.4652
C -1.0484 1.9110 0.0131
C 0.3872 -1.7479 -1.8114
C 0.4851 -0.5517 -2.4665
C -0.5632 -2.8669 -2.0814
C 0.2332 2.3679 1.9563
C 1.4985 -0.4333 -0.5188
H 0.6634 0.7199 3.2502
H -1.6657 -0.1638 -0.1972
H -0.0173 -3.8077 -2.1945
H -1.3547 2.0550 -1.0172
H 1.9986 -0.0365 0.3442
H 1.1838 1.2836 -1.8188
H -1.1460 -2.7743 -2.9956
H -1.7540 -1.3551 2.6013
H 0.1838 -0.2926 -3.4670
H -0.5217 3.9061 0.6031
H 0.7735 3.1002 2.5501
H -1.2494 -3.0431 -1.2501
H -0.5881 -1.9755 1.3255
H 0.0154 -1.4753 2.8456
*
```

Computed properties:
- SMILES string = Cc1c[nH]cn1.Cc1ccccc1
- orbital gap (eV) = 9.383



Run x
This record from OMol25 describes 2 unconnected molecules or ions with the total composition C11H14N2. The level of theory is ωB97M-V/def2-TZVPD.

Structure (ORCA input):
```
! wB97M-V def2-TZVPD RIJCOSX def2/J DEFGRID3
* xyz 0 1
N -1.8536 -1.0245 -0.0683
N -1.1860 -0.6545 2.0331
C -1.4075 -2.2452 0.3876
C 0.2379 1.1633 -2.1844
C -0.2374 2.4258 -2.0909
C 1.6313 -0.6746 -0.8800
C -1.0203 -2.0170 1.7873
C 1.3826 3.0326 -0.3408
C 1.2817 0.7299 -1.2357
C -0.5628 -2.9672 2.8717
C 1.8933 1.7714 -0.3448
C 0.2179 3.3782 -1.1751
C -1.8268 -0.1249 0.9603
H 1.9615 3.8110 0.0739
H -0.1603 0.3689 -2.7111
H -2.1967 -0.7750 -1.0056
H -0.1289 4.4422 -1.0677
H -1.0128 -2.6321 3.8098
H 2.5527 -0.6651 -0.3275
H 0.8161 -0.9303 -0.2115
H -2.1198 0.8365 0.9492
H -0.9875 2.7858 -2.7936
H 2.7319 1.4264 0.3364
H 0.5679 -2.9690 2.7075
H 1.7607 -1.3414 -1.7595
H -1.6150 -3.0907 -0.1531
H -0.7201 -4.0605 2.4329
*
```

Computed properties:
- SMILES string = Cc1c[nH]cn1.Cc1ccccc1
- orbital gap (eV) = 8.939



Verdict on stability: run x comes out at the bottom.